{
  "formula": "C19H37BO12P",
  "method": "ωB97M-V/def2-TZVPD",
  "symbols": ["C", "C", "O", "C", "C", "O", "C", "C", "O", "C", "O", "C", "C", "O", "O", "B", "C", "C", "C", "O", "O", "O", "C", "O", "P", "C", "C", "H", "H", "H", "H", "H", "H", "H", "H", "H", "H", "H", "H", "H", "H", "H", "H", "H", "H", "H", "H", "H", "H", "H", "H", "H", "H", "H", "H", "H", "H", "H", "O", "C", "O", "C", "C", "C", "H", "H", "H", "H", "H", "H"],
  "positions_angstrom": [[3.8940, 4.7626, 1.8668], [3.3554, 4.1881, 0.3929], [1.9445, 3.8029, 0.5559], [1.5616, 2.7052, -0.3455], [0.6600, 1.6416, 0.5783], [0.6775, 0.3671, -0.1562], [-0.0970, -0.6835, 0.5227], [-1.6638, -0.3011, 0.2278], [-2.5749, -1.4491, 0.1014], [-3.8482, -1.0110, -0.5452], [-4.7883, -0.3574, 0.3786], [-6.1949, -0.6535, -0.0367], [-7.2606, 0.3189, 0.8029], [-7.8904, -0.5782, 1.8102], [0.3290, -1.8963, -0.2523], [1.5631, -2.4691, 0.3885], [2.9365, -2.5610, -0.5703], [4.2220, -2.2497, 0.4071], [5.5818, -2.8866, -0.3053], [6.6375, -3.1380, 0.5056], [5.6694, -3.1420, -1.7772], [1.7459, -1.6634, 1.6462], [0.3590, -1.2203, 2.0061], [0.3291, -0.3134, 3.1644], [-0.3903, -2.8260, 2.7211], [0.9800, -3.4901, 3.9352], [-2.0232, -2.5161, 3.6767], [3.0615, 5.4593, 2.3055], [4.9102, 5.3573, 1.6984], [4.0501, 3.8176, 2.5396], [4.0368, 3.2452, 0.1709], [3.5463, 5.0096, -0.4253], [0.8947, 3.1854, -1.2103], [2.4568, 2.1481, -0.8565], [1.1791, 1.6177, 1.6284], [-0.3954, 2.1422, 0.6796], [-2.0727, 0.4978, 1.0144], [-1.6737, 0.2796, -0.8151], [-4.3294, -2.0051, -0.9982], [-3.6831, -0.2872, -1.4549], [-6.3597, -0.4891, -1.2068], [-6.3853, -1.7709, 0.2563], [-8.0710, 0.7818, 0.0886], [-6.6282, 1.1634, 1.3357], [-8.4779, -1.2592, 1.3529], [1.3687, -3.6384, 0.5673], [3.0746, -3.6880, -0.9388], [2.8560, -1.8729, -1.5134], [4.3253, -1.0989, 0.5999], [4.0828, -2.8639, 1.4131], [6.0555, -4.0621, -1.8876], [-0.5667, 0.1347, 3.1339], [1.9697, -3.7759, 3.3363], [1.3024, -2.5777, 4.6310], [0.5992, -4.3858, 4.5964], [-2.9125, -2.2966, 2.9411], [-2.2980, -3.5479, 4.2105], [-1.8955, -1.7281, 4.5346], [-2.1680, 1.2536, -3.2119], [-1.1388, 1.6932, -3.6974], [-0.3252, 2.6020, -3.0840], [0.7221, 2.9724, -3.9795], [0.8183, 1.8406, -4.9688], [-0.6073, 1.3578, -5.0580], [0.4541, 3.9205, -4.4573], [1.6535, 3.1072, -3.4219], [1.2383, 2.1446, -5.9312], [1.4510, 1.0433, -4.5601], [-1.1775, 1.9096, -5.8104], [-0.6558, 0.2828, -5.2463]],
  "homo_ha": -0.13702,
  "multiplicity": 1,
  "e_above_lowest_kcal_mol": 206.0,
  "total_charge": -1,
  "e_tot_ha": -2014.9881,
  "lumo_ev": 2.350
}


{
  "formula": "C34H46ClN3OP4Pb",
  "method": "ωB97M-V/def2-TZVPD",
  "symbols": ["P", "C", "C", "H", "C", "H", "C", "H", "C", "H", "C", "H", "C", "C", "H", "C", "H", "C", "H", "C", "H", "C", "H", "C", "C", "H", "C", "H", "C", "H", "C", "H", "C", "H", "Pb", "C", "C", "H", "C", "O", "H", "C", "H", "C", "Cl", "P", "P", "C", "H", "H", "H", "C", "H", "H", "H", "C", "H", "H", "H", "C", "H", "H", "H", "C", "H", "H", "H", "C", "H", "H", "H", "P", "C", "C", "H", "H", "H", "H", "H", "H", "C", "H", "H", "H", "H", "N", "C", "N", "C", "N"],
  "positions_angstrom": [[-2.8880, -2.7285, 1.7013], [-2.8593, -1.9287, 3.2814], [-4.1034, -1.6241, 3.8889], [-4.9875, -1.5230, 3.2628], [-4.1763, -1.5068, 5.2666], [-5.1374, -1.3952, 5.7741], [-3.0023, -1.5540, 6.0398], [-3.0596, -1.5234, 7.1327], [-1.7506, -1.6380, 5.4111], [-0.8413, -1.5789, 6.0153], [-1.6658, -1.8142, 4.0272], [-0.7048, -1.8823, 3.5153], [-3.2826, -1.6790, 0.3200], [-3.5499, -0.3025, 0.5286], [-3.2188, 0.1817, 1.4518], [-4.2834, 0.4118, -0.4145], [-4.5213, 1.4644, -0.2362], [-4.7592, -0.2296, -1.5652], [-5.4176, 0.3082, -2.2497], [-4.4108, -1.5600, -1.8266], [-4.7662, -2.0407, -2.7423], [-3.6460, -2.2760, -0.9182], [-3.3846, -3.3166, -1.1119], [-1.6993, -3.9972, 1.4063], [-2.0364, -5.3163, 1.8061], [-2.9125, -5.4600, 2.4384], [-1.2633, -6.3847, 1.3645], [-1.5308, -7.4094, 1.6191], [-0.1226, -6.1502, 0.5839], [0.4711, -6.9931, 0.2302], [0.2651, -4.8430, 0.2758], [1.1800, -4.6731, -0.2950], [-0.5057, -3.7548, 0.6908], [-0.1970, -2.7210, 0.5078], [2.2148, 1.9186, 0.3313], [1.4857, 1.5858, -2.0599], [0.4425, 0.8380, -2.4142], [2.0378, 2.2140, -2.7776], [-0.3208, -0.0922, -1.4355], [-0.2436, -1.4169, -2.0151], [-0.5609, -2.0630, -1.3501], [0.1876, -0.1667, -0.0642], [-1.3739, 0.2638, -1.3712], [0.9964, 0.3050, 0.8074], [2.7428, 1.8094, 2.9312], [3.9818, -0.2943, -0.0357], [0.1245, 3.7531, 0.8029], [5.4216, 0.0983, 1.0135], [5.0595, 0.2901, 2.0340], [5.9076, 1.0098, 0.6391], [6.1126, -0.7557, 0.9936], [3.5837, -2.0269, 0.3601], [3.0268, -2.4835, -0.4704], [2.9545, -2.0479, 1.2605], [4.5210, -2.5730, 0.5410], [4.6225, -0.3383, -1.7386], [5.0064, 0.6569, -2.0019], [3.8009, -0.5951, -2.4218], [5.4236, -1.0865, -1.8048], [1.0052, 5.1922, 1.5017], [1.6239, 5.6584, 0.7219], [1.6649, 4.8347, 2.3062], [0.2781, 5.9138, 1.8985], [-0.7168, 4.3710, -0.6886], [-1.3431, 3.5676, -1.1036], [0.0381, 4.6425, -1.4405], [-1.3376, 5.2443, -0.4448], [-1.2002, 3.3964, 2.0017], [-0.7828, 2.7488, 2.7869], [-2.0258, 2.8686, 1.5024], [-1.5596, 4.3377, 2.4443], [-0.1070, 0.7661, -4.1654], [0.6148, 2.1462, -5.0492], [-1.9010, 0.8663, -4.1725], [1.6991, 2.1804, -4.8995], [0.1837, 3.0922, -4.7011], [0.4050, 2.0318, -6.1211], [-2.3383, -0.0183, -3.6911], [-2.2450, 0.9268, -5.2161], [-2.2230, 1.7645, -3.6283], [0.4402, -0.7869, -4.8843], [1.5319, -0.8631, -4.8114], [0.1343, -0.8289, -5.9383], [-0.0006, -1.6147, -4.3172], [1.1033, -0.0611, 1.8356], [4.3520, 3.4192, 0.2051], [5.2198, 4.2133, 0.2962], [6.2551, 4.9586, 0.4070], [6.3372, 6.2527, 0.2696], [6.5070, 7.4140, 0.1619]],
  "homo_ha": [-0.42504, -0.41528],
  "multiplicity": 1,
  "e_above_lowest_kcal_mol": 3.8,
  "total_charge": 2,
  "e_tot_ha": -3580.3262,
  "lumo_ev": [-8.581, -8.818]
}


{
  "formula": "C17H23N5O5S2",
  "method": "ωB97M-V/def2-TZVPD",
  "symbols": ["C", "C", "O", "C", "O", "C", "S", "C", "N", "N", "C", "C", "N", "C", "O", "C", "C", "C", "C", "S", "O", "O", "N", "C", "C", "C", "C", "N", "C", "H", "H", "H", "H", "H", "H", "H", "H", "H", "H", "H", "H", "H", "H", "H", "H", "H", "H", "H", "H", "H", "H", "H"],
  "positions_angstrom": [[-6.4678, 3.5486, -0.0781], [-5.0903, 2.9578, -0.3400], [-4.1070, 3.9796, -0.5345], [-3.5837, 4.5237, 0.5537], [-3.8972, 4.2687, 1.6845], [-2.5384, 5.5562, 0.1613], [-1.2596, 5.6437, 1.4384], [-0.9149, 3.9458, 1.5039], [-1.3372, 3.0557, 0.6479], [-0.8853, 1.8590, 1.0594], [-0.1956, 2.0343, 2.1511], [0.4692, 0.9518, 2.9261], [0.5878, -0.2304, 2.1102], [1.7988, -0.7317, 1.7704], [2.8328, -0.3702, 2.2967], [1.7566, -1.8098, 0.7344], [0.8977, -1.7423, -0.3596], [0.9214, -2.7469, -1.3133], [1.7944, -3.8067, -1.1620], [1.8311, -5.1271, -2.3720], [1.6738, -6.3797, -1.6945], [0.9204, -4.8141, -3.4390], [3.4391, -5.0202, -2.8810], [3.6467, -3.8528, -3.7052], [3.9487, -6.2503, -3.4471], [2.6593, -3.8833, -0.0868], [2.6468, -2.8742, 0.8584], [-0.1776, 3.3590, 2.4912], [0.4640, 3.9820, 3.6118], [-6.4613, 4.1122, 0.8516], [-7.1968, 2.7476, 0.0022], [-6.7555, 4.2101, -0.8919], [-5.0758, 2.3790, -1.2650], [-4.7769, 2.3287, 0.4986], [-2.0889, 5.2921, -0.7941], [-2.9889, 6.5478, 0.1104], [1.4820, 1.2467, 3.2225], [-0.1118, 0.7324, 3.8329], [-0.2303, -0.4723, 1.5730], [0.2354, -0.8982, -0.4877], [0.2753, -2.7269, -2.1770], [4.7136, -3.7293, -3.8870], [3.2720, -2.9843, -3.1666], [3.1183, -3.9310, -4.6621], [3.5963, -7.0651, -2.8196], [3.5983, -6.4089, -4.4732], [5.0386, -6.2229, -3.4369], [3.3249, -4.7276, -0.0116], [3.3191, -2.8913, 1.7026], [0.1767, 5.0320, 3.6386], [0.1521, 3.4959, 4.5372], [1.5493, 3.9072, 3.5167]],
  "homo_ha": -0.32128,
  "multiplicity": 1,
  "e_above_lowest_kcal_mol": 28.5,
  "total_charge": 0,
  "e_tot_ha": -2107.9665,
  "lumo_ev": 0.242
}


{
  "formula": "C2H3NO2",
  "method": "ωB97M-V/def2-TZVPD",
  "symbols": ["O", "N", "O", "H", "C", "C", "H", "H"],
  "positions_angstrom": [[2.2626, 0.7375, -1.3760], [1.9381, 0.8502, -0.2200], [1.4048, -0.1804, 0.2680], [1.1011, -0.8741, -0.4741], [-1.6980, 0.2037, -0.0627], [-1.5592, -0.3868, 0.9635], [-1.7739, 0.7077, -0.9469], [-1.6755, -1.0578, 1.8483]],
  "homo_ha": -0.38879,
  "multiplicity": 1,
  "e_above_lowest_kcal_mol": 130.7,
  "total_charge": 0,
  "e_tot_ha": -283.0497,
  "lumo_ev": 0.567
}


{
  "formula": "C4H5FO",
  "method": "ωB97M-V/def2-TZVPD",
  "symbols": ["C", "C", "C", "C", "O", "F", "H", "H", "H", "H", "H"],
  "positions_angstrom": [[-0.0596, 0.8566, -0.5734], [1.0734, 0.6349, -0.9179], [-1.4586, 1.2426, -0.2938], [0.5584, -2.0164, 0.1768], [0.2715, -1.5194, 1.2984], [1.8232, -2.3347, 0.0755], [-1.4863, 1.2088, 0.8834], [-1.5022, 2.2618, -0.6386], [-2.2800, 0.6489, -0.7293], [2.0764, 0.4074, -1.3712], [0.9838, -1.3906, 2.0900]],
  "homo_ha": -0.33909,
  "multiplicity": 1,
  "e_above_lowest_kcal_mol": 84.6,
  "total_charge": 0,
  "e_tot_ha": -330.3529,
  "lumo_ev": 0.618
}